1.
A molecular structure, C43H45B2F4FeN5O5PS2Te. Source: OMol25; level of theory: wB97M-V/def2-TZVPD.

As for the energy relative to the best compared isomer or geometry (same formula, charge and spin): 61.8 kcal per mole. The LUMO energy (alpha / beta) is -0.08 / -2.45 eV. The calculated total energy is -5434.2856 Ha. The calculation puts the frontier orbital gap (alpha / beta) at 7.51 / 5.71 eV.

```
! wB97M-V def2-TZVPD RIJCOSX def2/J DEFGRID3
* xyz 0 6
Fe 0.68399 -1.11964 1.77115
C -3.06561 0.21786 4.17436
C -1.81789 -0.45539 3.69002
N -2.00266 -1.49676 2.97747
O -0.80719 -2.17078 2.62596
B -0.41712 -3.20152 3.70658
F -0.45296 -2.57698 4.94533
F -1.26518 -4.28264 3.64141
O 0.94888 -3.66520 3.37508
N 1.71035 -2.75952 2.72534
C 2.95167 -3.04498 2.63164
C 3.54695 -4.23491 3.32017
C 3.81149 -2.22488 1.72621
N 3.65891 -1.02349 1.32477
O 2.51922 -0.36968 1.84337
B 2.86413 0.47636 3.05232
F 3.62842 -0.26895 3.93296
F 3.47691 1.65048 2.68428
O 1.54404 0.82008 3.66772
N 0.49069 0.05119 3.33030
C -0.52644 0.16106 4.09801
C -0.48051 0.99632 5.33594
C 5.02574 -2.90276 1.15563
H -3.19597 0.02321 5.24095
H -3.92080 -0.19256 3.64275
H -3.01586 1.29614 4.02774
H 2.94372 -4.49308 4.18454
H 4.56662 -4.02107 3.63477
H 3.56907 -5.10168 2.65529
H 0.52569 0.98745 5.74319
H -1.18241 0.61676 6.07524
H -0.74339 2.03339 5.10632
H 5.76137 -3.10339 1.93563
H 5.47132 -2.25095 0.40864
H 4.75870 -3.85565 0.69393
C -4.17003 4.89680 3.54066
C -3.34587 3.92002 2.74607
C -1.95834 3.96853 2.76200
C -1.17751 3.08082 2.02642
C 0.31646 3.28545 2.04944
C -1.82711 2.08698 1.27909
Te -0.71102 0.68821 0.16401
N -0.70177 -2.08534 -0.75715
C -1.97037 -2.62216 -1.03963
O -2.84547 -1.91654 -1.46910
C -2.13840 -4.08775 -0.81606
C -1.88095 -4.64909 0.42896
C -2.10069 -6.00432 0.62317
C -2.55057 -6.79215 -0.42740
C -2.80496 -6.22549 -1.67050
C -2.61346 -4.86661 -1.86506
C -0.08083 2.03999 -1.35860
C -0.75522 3.19747 -1.38927
C -0.25767 4.37020 -2.10912
C 0.70254 4.23765 -3.01736
C 1.12596 2.85323 -3.38369
C 1.21485 1.91032 -2.13523
C 2.35987 2.25951 -1.15981
C -3.22960 2.01203 1.24024
C -4.01944 1.00138 0.44168
C -3.95901 2.94520 1.97067
H -3.53846 5.57666 4.11084
H -4.82502 4.37387 4.23994
H -4.80617 5.49350 2.88468
H -1.45848 4.73468 3.34684
H 0.71835 3.15251 3.05434
H 0.55074 4.30191 1.72624
H 0.85393 2.59610 1.40325
H -1.55012 -4.03480 1.25820
H -1.92073 -6.43207 1.60057
H -2.71015 -7.85226 -0.27655
H -3.15840 -6.84218 -2.48660
H -2.82252 -4.40458 -2.82211
H -1.62972 3.33568 -0.76437
H -0.66218 5.33933 -1.84316
H 1.13094 5.09397 -3.52603
H 0.33052 2.43593 -4.01874
H 3.34535 2.15367 -1.61398
H 2.34504 1.58225 -0.30326
H 2.23663 3.28618 -0.80750
H -3.41851 0.19983 0.02237
H -4.52903 1.50241 -0.38495
H -4.78895 0.54602 1.06665
H -5.04348 2.89331 1.93999
S 2.66817 -1.02274 -1.98688
P 1.74427 0.34435 -3.00894
S 0.56863 -2.61500 -0.00872
C 0.37469 -0.25344 -4.04564
C -0.94123 -0.32574 -3.59965
C -1.92748 -0.87428 -4.41001
C -1.60738 -1.35831 -5.66836
C -0.29349 -1.30069 -6.11614
C 0.69013 -0.75284 -5.30985
C 2.77335 1.26072 -4.16215
C 2.45232 2.72304 -4.13058
C 2.60417 3.35994 -5.47408
C 3.45089 2.81279 -6.37915
C 4.08105 1.55764 -6.14248
C 3.65662 0.75499 -5.06772
H -1.22868 0.02040 -2.62045
H -2.93936 -0.93349 -4.03167
H -2.37756 -1.78444 -6.29910
H -0.03205 -1.68200 -7.09509
H 1.71072 -0.71207 -5.67294
H 3.21354 3.20933 -3.48908
H 2.12059 4.31045 -5.66940
H 3.64047 3.32353 -7.31548
H 4.79045 1.16924 -6.86060
H 3.97232 -0.28148 -5.00199
*
```

These are the Löwdin partial charges, in e, on atoms 1 to 99: Fe 0.2971; C -0.0030; C -0.2664; N 0.1641; O -0.1727; B -1.0884; F 0.1697; F 0.1724; O 0.0766; N 0.0142; C -0.2196; C 0.0074; C -0.2651; N 0.1444; O -0.1400; B -1.0987; F 0.1696; F 0.1738; O 0.0614; N 0.0179; C -0.2161; C 0.0226; C -0.0168; H 0.0948; H 0.0909; H 0.0744; H 0.0888; H 0.0875; H 0.1007; H 0.0974; H 0.0903; H 0.0959; H 0.0861; H 0.0867; H 0.0910; C -0.0423; C -0.2658; C -0.0154; C -0.2924; C -0.0435; C -0.4011; Te 1.6445; N -0.3780; C -0.4914; O 0.0943; C -0.1706; C -0.0330; C -0.0517; C -0.0760; C -0.0745; C -0.0203; C -0.4189; C -0.1174; C -0.0650; C -0.0355; C -0.2584; C -0.5056; C -0.0618; C -0.3111; C -0.0596; C -0.0288; H 0.0753; H 0.0832; H 0.0841; H 0.1246; H 0.0867; H 0.0966; H 0.0275; H 0.0871; H 0.1121; H 0.1036; H 0.1035; H 0.1188; H 0.0933; H 0.1084; H 0.1143; H 0.1593; H 0.0846; H 0.0594; H 0.1019; H 0.0091; H 0.0921; H 0.0856; H 0.1287; S 0.3001; P 0.5349; S 0.8636; C -0.3079; C -0.0862; C -0.0699; C -0.0748; C -0.0731; C -0.0732; C -0.2831; C -0.2713; C -0.0152; C -0.0913; C -0.0507; C -0.1013


2.
A molecular structure, C43H46AsGeNNaOPS. Source: OMol25; level of theory: wB97M-V/def2-TZVPD.

As for the energy relative to the best compared isomer or geometry (same formula, charge and spin): 26.1 kcal per mole. The LUMO energy is 0.21 eV. The calculated total energy is -7010.5729 Ha. The calculation puts the frontier orbital gap at 6.06 eV.

```
! wB97M-V def2-TZVPD RIJCOSX def2/J DEFGRID3
* xyz 0 1
Na 0.22933 -1.76333 1.05086
O -0.24629 -3.23658 -0.34782
S 0.30653 -4.58036 0.05422
C -0.61757 -5.79845 -0.85960
C -1.35184 -5.40437 -1.96696
C -2.05487 -6.36783 -2.67290
C -2.01658 -7.69669 -2.26915
C -1.28841 -8.07025 -1.14900
C -0.58702 -7.11311 -0.42815
C 1.86459 -4.73034 -0.81000
C 2.08019 -3.98264 -1.95547
C 3.30361 -4.09066 -2.59894
C 4.28489 -4.93340 -2.09268
C 4.05654 -5.66357 -0.93408
C 2.83831 -5.55847 -0.27828
H -1.38391 -4.36032 -2.24645
H -2.63778 -6.08329 -3.53867
H -2.56919 -8.44259 -2.82362
H -1.27408 -9.10280 -0.82887
H -0.03454 -7.38715 0.46102
H 1.31412 -3.30769 -2.31105
H 3.49304 -3.51171 -3.49283
H 5.23880 -5.01117 -2.59673
H 4.83077 -6.30151 -0.53126
H 2.66426 -6.08951 0.64751
N 3.61906 -1.30553 -0.11472
C 2.48586 -1.06923 -0.17940
H 4.58404 -1.50748 0.04298
C 2.92212 -2.44479 5.69751
Ge 2.43181 -2.05739 3.82654
C 3.26220 -3.54218 2.81405
C 3.44432 -0.41777 3.40797
C 0.58710 -1.89366 3.38562
H 4.00210 -2.53864 5.82206
H 2.45317 -3.37280 6.02690
H 2.56694 -1.64371 6.34635
H 4.31522 -3.66562 3.07362
H 3.18669 -3.38128 1.73635
H 2.74435 -4.47531 3.04528
H 4.51480 -0.57141 3.55595
H 3.12253 0.38612 4.07028
H 3.27032 -0.08268 2.38623
H 0.19881 -0.98712 3.86819
H 0.05419 -2.74239 3.83467
C -2.32797 1.29064 -0.69416
C -2.42152 2.59455 -1.47099
As -1.62055 4.17861 -0.62146
C -2.77251 4.31621 0.95036
C -2.19907 4.81785 2.11349
C -2.95539 4.96686 3.26927
C -4.29264 4.60146 3.27133
C -4.87250 4.09771 2.11439
C -4.11854 3.96325 0.95782
C -2.53298 5.52429 -1.71870
C -2.86540 5.31542 -3.05308
C -3.44864 6.33089 -3.80304
C -3.70690 7.56396 -3.22753
C -3.37371 7.78226 -1.89734
C -2.78636 6.77214 -1.15251
P -0.67881 0.52306 -0.39988
C 0.15941 1.63890 0.78127
C 1.48313 2.04279 0.61338
C 2.14592 2.73240 1.61677
C 1.49999 3.02111 2.80907
C 0.18847 2.61050 2.99371
C -0.47441 1.92058 1.99117
C 0.15515 0.80179 -2.00193
C 0.18152 -0.28973 -2.86872
C 0.73920 -0.18347 -4.13449
C 1.30136 1.01819 -4.54127
C 1.29865 2.10725 -3.68008
C 0.72699 2.00163 -2.42053
H -2.88739 0.51795 -1.23373
H -2.81879 1.36752 0.28083
H -3.46819 2.81634 -1.69608
H -1.90617 2.48624 -2.42931
H -1.14565 5.07374 2.12497
H -2.49599 5.36002 4.16710
H -4.88311 4.70926 4.17133
H -5.91645 3.81297 2.11114
H -4.59199 3.58671 0.05911
H -2.67385 4.36330 -3.52876
H -3.70231 6.15159 -4.83946
H -4.16345 8.35244 -3.81040
H -3.57322 8.74170 -1.43783
H -2.53750 6.95678 -0.11267
H 2.00517 1.82329 -0.30844
H 3.17667 3.02680 1.47089
H 2.02311 3.54675 3.59681
H -0.32423 2.82100 3.92274
H -1.49047 1.59002 2.17181
H -0.23191 -1.23562 -2.53571
H 0.74425 -1.03850 -4.79703
H 1.74551 1.10500 -5.52415
H 1.74467 3.04349 -3.98863
H 0.73086 2.86072 -1.75831
*
```

Which charges does Löwdin predict for the atoms? In e, they are: Na 0.1006; O -0.5689; S 1.0383; C -0.3722; C -0.0614; C -0.0668; C -0.0769; C -0.0723; C -0.0779; C -0.3718; C -0.0762; C -0.0713; C -0.0774; C -0.0683; C -0.0856; H 0.1086; H 0.1073; H 0.1049; H 0.1069; H 0.1117; H 0.1004; H 0.1073; H 0.1041; H 0.1079; H 0.1109; N 0.1490; C 0.0348; H 0.0995; C -0.2475; Ge 0.6452; C -0.2409; C -0.2320; C -0.3696; H 0.0036; H 0.0048; H 0.0054; H 0.0099; H -0.0308; H 0.0101; H 0.0088; H 0.0080; H -0.0291; H -0.0775; H -0.0740; C -0.4017; C -0.4351; As 1.3169; C -0.4151; C -0.1460; C -0.0856; C -0.0883; C -0.0831; C -0.1036; C -0.3990; C -0.1163; C -0.0930; C -0.0981; C -0.0898; C -0.1205; P 1.0695; C -0.4008; C -0.1274; C -0.0793; C -0.0840; C -0.0890; C -0.1191; C -0.3829; C -0.1100; C -0.0845; C -0.0866; C -0.0729; C -0.1228; H 0.0786; H 0.0645; H 0.0639; H 0.0492; H 0.0916; H 0.1031; H 0.1011; H 0.1017; H 0.0995; H 0.0891; H 0.1000; H 0.0990; H 0.1013; H 0.0967; H 0.0830; H 0.1061; H 0.1038; H 0.1079; H 0.1089; H 0.0875; H 0.1002; H 0.1011; H 0.1050; H 0.0654


| no. | F_max (Eh/bohr) |
| --- | --- |
| 1 | 0.0116 |
| 2 | 0.0211 |